DFT (ωB97M-V/def2-TZVPD) results for C12H37FHfNO9 as an isolated structure in a non-equilibrium geometry.

Calculated values
Lowest unoccupied orbital energy ... -0.439 hartree
Highest occupied orbital energy ... -0.580 Eh

Geometry as ORCA input:
```
! wB97M-V def2-TZVPD RIJCOSX def2/J DEFGRID3
* xyz 3 1
H 23.01263 -4.53421 -2.04577
F 21.56401 -0.43157 0.82646
H 19.06885 -4.00846 2.25678
H 24.16951 -1.19827 -3.16382
C 25.24704 -2.08302 1.11731
H 24.05657 -5.04465 1.10150
O 23.62210 -1.12826 -1.13826
Hf 22.08676 -2.49801 0.11308
C 16.74309 3.01872 -2.01607
H 24.11555 -1.08300 2.25830
H 24.37552 -3.46624 -3.40691
C 22.88108 0.20500 3.93342
H 20.57497 -2.92916 4.18295
O 23.98233 -4.10787 0.88096
H 25.49995 -1.89969 0.07431
H 23.20212 1.57068 0.81639
O 21.76255 -3.04573 2.48193
C 19.36431 -2.96266 2.32177
C 25.26482 -3.59396 1.26743
N 17.42412 -1.00621 0.37613
O 23.93673 -1.65618 1.48194
H 22.63887 -0.23606 4.90140
H 22.19388 -0.21197 3.19804
O 24.67342 1.41305 -0.59047
H 25.21122 -3.66316 -1.91002
H 16.97333 -1.31319 1.23672
C 24.36634 -1.67061 -2.20029
H 22.72539 1.28190 3.87285
H 25.34927 -3.91295 2.30748
C 23.38718 1.96402 -0.18068
H 15.69558 2.75898 -2.15687
H 25.99965 -1.64449 1.77091
O 19.64454 -2.41123 0.99965
H 25.42528 -1.44476 -2.04907
H 16.28031 0.70931 0.98568
H 24.77934 0.24496 4.37493
H 22.18982 -3.62321 3.12558
H 18.33005 0.92498 -1.32818
C 18.35680 0.88857 1.40057
H 18.81767 -1.89174 0.79968
H 23.93539 -0.20026 -1.03851
H 16.76062 -1.39481 -0.28949
C 20.60107 -2.59181 3.14696
H 18.57866 -2.36819 2.78918
H 16.83409 4.10457 -1.98975
H 26.03652 -4.07240 0.66400
H 16.70859 0.56800 -1.65907
C 17.32787 1.05179 -0.89825
H 19.32919 0.66600 0.96076
H 22.63125 1.68891 -0.91583
C 17.21214 0.43288 0.49097
H 23.42952 3.05197 -0.17139
H 25.30728 2.09942 -0.81485
O 17.18281 2.44714 -0.76154
H 17.51519 2.75705 -2.74234
C 24.34798 -3.17039 -2.35861
H 20.63763 -1.50300 3.17289
H 18.29633 0.45865 2.40435
O 23.14214 -3.65794 -1.65594
O 24.23200 -0.16732 3.69992
H 18.31655 1.95240 1.63798
*
```



DFT (ωB97M-V/def2-TZVPD) results for one molecule with the formula C5H11NO in a non-equilibrium geometry.

Calculated values
Lowest unoccupied orbital energy ... 0.031 hartree
Highest occupied orbital energy ... -0.354 Eh
SMILES string ... C[C@H](N)CCC=O

Geometry as ORCA input:
```
! wB97M-V def2-TZVPD RIJCOSX def2/J DEFGRID3
* xyz 0 1
C -0.29478 -1.26363 0.48001
H -1.91502 1.37454 -1.61531
C 0.51950 -0.66550 -0.72074
H -1.31526 -0.94150 0.24904
H 1.56715 -0.67716 -0.38823
H 0.21241 0.93230 -2.22594
N -1.62084 0.40054 -1.54452
O 1.34168 -0.70473 2.20368
H 1.24438 1.76328 -0.04714
H -0.50650 1.97856 0.37587
H -0.03047 2.72031 -1.04082
H 0.49854 -1.41258 -1.53446
H -0.31717 -2.35369 0.45066
C 0.23452 1.86217 -0.41670
H -1.56151 0.06450 -2.49710
H -0.60585 -0.28925 2.37099
C -0.13252 0.59448 -1.24516
C 0.23514 -0.63237 1.73786
*
```



DFT (ωB97M-V/def2-TZVPD) results for one molecule with the formula C24H19N3O4S.

Calculated values
Lowest unoccupied orbital energy ... 0.001 hartree
Highest occupied orbital energy ... -0.313 Eh
SMILES string ... N#CCC(=O)Nc1ccc(C(=O)OCC(=O)Nc2ccccc2Sc2ccccc2)cc1

Geometry as ORCA input:
```
! wB97M-V def2-TZVPD RIJCOSX def2/J DEFGRID3
* xyz 0 1
H 1.83499 4.38344 0.65310
C 0.19021 2.88552 -0.37502
H -0.19213 -0.64851 -3.36607
H -0.50160 -2.92402 -1.78402
C 2.65002 2.79010 1.83227
H -3.47402 -3.62353 -4.91454
C 2.24920 -2.18764 0.02624
H 3.27001 3.59190 -0.06143
N 1.74614 1.85566 2.20614
N -5.90344 -2.33317 -3.40395
S -0.51053 -0.07137 2.12390
C -2.53634 -1.88400 -4.06782
O -1.42260 -2.33931 -4.14224
H -0.16973 -1.47658 4.57750
H 3.31104 -2.38166 0.06059
H -3.85683 -2.10572 -5.74712
O -0.30016 3.80304 0.23528
C 0.61685 -0.73884 4.53578
H -1.53036 -1.47962 -0.05738
C -3.72583 -2.57082 -4.76454
C -2.70590 1.08904 -1.90134
C -4.94809 -2.45794 -4.02031
H -2.43216 2.72072 -0.54037
C 1.53142 -0.61566 5.56726
C 0.06343 0.97288 -2.00130
C -2.07366 0.13098 -2.69571
O 1.51297 2.60723 -0.35055
O 3.61792 3.13860 2.46734
C 2.52978 0.34124 5.48795
C 2.62420 1.17681 4.38996
H 3.39944 1.92204 4.32447
C 0.10808 -2.49305 -1.00500
H 0.97393 1.66201 1.57353
C 0.31802 -1.12474 0.95227
C 1.68063 -1.37604 0.99214
C 0.70748 0.08776 3.43106
H 2.29812 -0.95483 1.77129
H 3.24491 0.44208 6.29008
H 1.92086 -3.37341 -1.72526
C 1.71011 1.06213 3.34734
N -2.88970 -0.74325 -3.42049
H -3.87938 -0.53250 -3.36427
C -0.47013 -1.68471 -0.04549
C 2.33180 3.42145 0.47031
C -0.68254 0.08565 -2.75008
H -3.78540 1.12502 -1.86296
C 1.47039 -2.74388 -0.97339
H 1.14021 0.93039 -2.03553
C -1.95828 1.97826 -1.16355
C -0.56518 1.92476 -1.20303
H 1.46181 -1.26391 6.42696
*
```